1.
C40H45O6P2ScSe3Te | ωB97M-V/def2-TZVPD

Positions of all 98 atoms, in Å:
Sc  0.940646  -0.222552  -0.182088
Se  3.121686  -0.053417  -1.554968
Se  5.365337  -0.505438  -1.613097
Te  4.447120  3.268022  0.043717
Se  2.791348  1.379600  0.207186
C  0.607134  2.689295  5.763046
C  0.992402  3.663681  4.857199
C  0.752988  3.498941  3.498053
C  0.110956  2.358128  3.028222
C  -0.255630  1.371414  3.947443
C  -0.014005  1.535288  5.300787
P  -0.228695  1.977505  1.259126
C  -0.323146  3.647221  0.489199
C  0.872989  4.352303  0.331714
C  0.900769  5.579445  -0.311243
C  -0.269155  6.123847  -0.819804
C  -1.459328  5.422693  -0.696498
C  -1.486174  4.191617  -0.054368
C  -1.993226  1.523157  1.431441
C  -2.917897  2.336054  2.041018
C  -4.275720  1.969484  2.067251
C  -4.676148  0.790584  1.499864
C  -3.740352  -0.099318  0.925502
C  -4.131097  -1.346602  0.386117
C  -3.175633  -2.193693  -0.097885
C  -1.808215  -1.838452  -0.070067
C  -1.336068  -0.622398  0.394730
C  -2.357455  0.256782  0.894192
H  0.797892  2.818712  6.821986
H  1.489415  4.562065  5.203769
H  1.072426  4.269636  2.810196
H  -0.728135  0.463316  3.590922
H  -0.305789  0.757029  5.996226
H  1.807539  3.938892  0.687500
H  1.851470  6.085635  -0.425111
H  -0.250680  7.083018  -1.324937
H  -2.375445  5.831509  -1.107909
H  -2.421217  3.652543  0.007616
H  -2.602789  3.268035  2.496924
H  -5.001175  2.631728  2.526982
H  -5.726499  0.513881  1.498918
H  -5.182437  -1.618086  0.375740
H  -3.470625  -3.152297  -0.515188
H  -1.107989  -2.572777  -0.458187
C  1.557378  0.062349  -6.280956
C  1.250165  -0.783076  -5.051383
C  0.121389  -1.769549  -5.348705
C  2.497890  -1.530644  -4.599226
O  0.868923  0.184241  -4.046896
P  0.069698  -0.139777  -2.706147
O  0.253353  1.027317  -1.770032
O  0.478173  -1.433303  -2.074931
O  -1.457795  -0.310225  -3.154843
C  -2.369755  0.736457  -3.532255
C  -1.741996  1.684565  -4.551804
C  -3.558021  0.001487  -4.139658
C  -2.811263  1.513467  -2.297391
H  1.881879  -0.574215  -7.106132
H  2.348146  0.773915  -6.041937
H  0.671000  0.622247  -6.586146
H  0.474312  -2.515477  -6.062929
H  -0.748054  -1.257620  -5.766795
H  -0.187138  -2.279738  -4.436169
H  2.819678  -2.219315  -5.384947
H  2.290045  -2.108610  -3.698453
H  3.311805  -0.838868  -4.382070
H  -1.427476  1.138093  -5.442907
H  -0.864890  2.170552  -4.123245
H  -2.467528  2.447755  -4.838435
H  -3.246138  -0.558895  -5.023571
H  -4.335168  0.714223  -4.422178
H  -3.963550  -0.699384  -3.408504
H  -1.951840  1.994585  -1.831275
H  -3.262244  0.838674  -1.569472
H  -3.541148  2.275310  -2.581856
C  2.496243  -6.492094  4.893843
C  2.404705  -5.246656  4.050940
C  2.552875  -5.304102  2.676050
C  2.454379  -4.174194  1.865487
C  2.712969  -4.374006  0.392853
C  2.154126  -2.936408  2.466737
C  2.099943  -2.845146  3.873630
C  1.968838  -1.535909  4.604506
C  2.218139  -4.002369  4.633288
C  1.794602  -1.763446  1.601739
O  1.406299  -0.666421  2.062698
O  1.820401  -1.916544  0.338376
H  2.196371  -7.370633  4.321744
H  1.857942  -6.413872  5.774808
H  3.520859  -6.655074  5.238637
H  2.753838  -6.260553  2.203409
H  3.176464  -5.350918  0.240127
H  3.367631  -3.604950  -0.011310
H  1.788151  -4.331237  -0.182952
H  1.075625  -0.997662  4.306401
H  2.805775  -0.879970  4.360990
H  1.953921  -1.705133  5.683089
H  2.158677  -3.925276  5.714917

Forces on atoms 1 to 6 (eV/Å):
-2.74 0.47 1.15
1.88 0.52 -1.92
0.21 -0.54 0.10
0.10 0.33 0.00
2.01 1.51 0.98
0.00 -0.01 0.01

Properties
HOMO level   -0.8 eV
HOMO-LUMO gap   4.82 eV
Charge   -2
LUMO   4.032 eV
Largest force on an atom   0.0586 Eh/bohr
Relative energy (zero: lowest compared OMol25 entry of this formula, charge and spin)   39.67 kcal per mole
M   1093.18 g mol⁻¹
Multiplicity   1

***

2.
C40H46BBrClIrN4O4P | ωB97M-V/def2-TZVPD

Positions of all 99 atoms, in Å:
Ir  0.075800  0.509600  -0.015500
Br  0.842200  3.233100  0.989600
C  -1.018600  3.715400  0.935400
C  -1.387600  4.834100  1.637800
C  -2.716200  5.258400  1.604100
C  -3.633000  4.551500  0.875200
C  -3.262700  3.401100  0.149500
C  -4.206500  2.692100  -0.619000
C  -3.820800  1.616000  -1.378500
C  -2.493600  1.185000  -1.368800
C  -1.521800  1.778800  -0.563300
C  -1.912000  2.937000  0.177900
H  -0.653800  5.377300  2.210400
H  -3.008500  6.141500  2.150100
H  -4.664800  4.867100  0.834900
H  -5.231100  3.037000  -0.628200
H  -4.542100  1.108300  -2.006100
H  -2.215200  0.379900  -2.038100
O  -0.585700  0.909900  2.906500
B  0.021400  0.003700  2.027300
O  0.699300  -0.958400  2.792800
C  0.519100  -0.625400  4.098100
C  0.996500  -1.233300  5.240800
C  0.656800  -0.652400  6.455800
C  -0.134300  0.486200  6.522200
C  -0.617200  1.098600  5.373900
C  -0.275000  0.525400  4.166600
H  1.607100  -2.120600  5.188000
H  1.020000  -1.099400  7.369800
H  -0.383600  0.908500  7.484000
H  -1.236200  1.980600  5.415100
C  -0.381400  -3.327600  -2.190500
C  0.450500  -2.575900  -1.186300
C  1.195800  -3.337500  -0.127500
O  0.504300  -1.347500  -1.233700
H  -0.018400  -4.341000  -2.332500
H  -0.364500  -2.784800  -3.136100
H  -1.420000  -3.366400  -1.857600
H  1.347200  -4.381200  -0.378800
H  0.642000  -3.273000  0.810500
H  2.155300  -2.857600  0.050900
C  -2.270400  -1.790000  0.719500
C  -2.657200  -1.417500  1.989300
C  -2.173400  -2.093000  3.148900
C  -2.516000  -1.685400  4.405500
C  -3.370500  -0.582600  4.586700
C  -3.872900  0.090900  3.457800
C  -3.527700  -0.308500  2.199500
C  -3.712300  -0.171100  5.883100
N  -3.993400  0.154000  6.950100
H  -2.654100  -1.288600  -0.147700
H  -1.644000  -2.648500  0.568300
H  -1.508900  -2.935300  3.016400
H  -2.125100  -2.195500  5.274700
H  -4.534000  0.932400  3.606100
H  -3.908000  0.217600  1.335500
Cl  -1.012400  -2.063300  -7.705300
C  -0.625600  -1.113800  -6.314200
C  -1.426200  -0.021200  -5.979300
C  -1.072700  0.787200  -4.931100
C  0.106800  0.539300  -4.167800
C  0.508500  1.384700  -3.157000
C  0.866800  -0.615200  -4.515700
C  0.511900  -1.419000  -5.566700
H  -2.317500  0.177500  -6.557900
H  -1.684400  1.641100  -4.680700
H  -0.041900  2.280900  -2.937800
H  1.399300  1.184100  -2.593800
H  1.754000  -0.835000  -3.944400
H  1.101900  -2.283400  -5.834500
C  3.880300  -0.172800  2.088700
N  4.602500  0.542100  1.061100
C  5.968400  0.873700  1.379500
P  3.855300  0.997900  -0.356700
O  2.421900  0.659000  -0.339900
N  4.278000  2.597500  -0.669200
C  3.642400  3.117500  -1.866400
C  4.391000  3.593500  0.378200
N  4.557900  0.223800  -1.678900
C  4.082900  -1.118800  -1.939600
C  5.957000  0.417600  -1.979300
H  3.716700  0.454400  2.970500
H  4.439400  -1.061700  2.395600
H  2.913300  -0.480800  1.697900
H  6.018400  1.398700  2.338100
H  6.385800  1.511400  0.604800
H  6.580300  -0.030900  1.461800
H  3.473400  2.298600  -2.562400
H  4.298600  3.854600  -2.331600
H  2.684400  3.595100  -1.638900
H  5.170800  4.306300  0.093600
H  4.652700  3.121500  1.320500
H  3.456500  4.144500  0.522800
H  3.016800  -1.152200  -1.724400
H  4.596400  -1.872100  -1.329600
H  4.251100  -1.359800  -2.991700
H  6.219700  1.461400  -1.821400
H  6.129600  0.169800  -3.028900
H  6.613600  -0.213700  -1.368300

Forces on atoms 1 to 6 (eV/Å):
-0.14 0.69 -0.34
-0.51 -0.17 -0.11
0.41 0.35 0.53
0.54 -0.47 -0.20
-0.55 -0.11 -0.17
0.08 0.21 0.18

Properties
HOMO level (spin up / spin down)   -5.5 / -5.3 eV
HOMO-LUMO gap (spin up / spin down)   3.28 / 3.11 eV
LUMO (spin up / spin down)   -2.236 / -2.187 eV
⟨S²⟩   0.764
Largest force on an atom   0.0395 Eh/bohr
M   996.19 g mol⁻¹
Multiplicity   2

***

3.
C40H46BaN10Se | ωB97M-V/def2-TZVPD

Positions of all 98 atoms, in Å:
Ba  -0.078448  -0.240247  -0.076395
C  -4.381941  -1.131378  2.285869
C  -3.095194  -1.100364  1.740726
N  -2.574838  -0.037326  1.153806
C  -3.322486  1.091813  1.084199
C  -4.615214  1.164444  1.623207
C  -5.140123  0.007390  2.228861
C  -5.360380  2.387546  1.545596
C  -4.832540  3.478903  0.957230
C  -3.518685  3.438079  0.382946
C  -2.945637  4.557255  -0.249767
C  -1.690806  4.462076  -0.790096
C  -1.017860  3.240609  -0.697023
N  -1.527021  2.166293  -0.119042
C  -2.764211  2.256252  0.431419
H  -4.756040  -2.036091  2.742526
H  -2.471859  -1.990182  1.771326
H  -6.141577  0.034510  2.639490
H  -6.354347  2.413447  1.972465
H  -5.389026  4.405450  0.905568
H  -3.507505  5.481481  -0.298905
H  -1.222694  5.303164  -1.280372
H  -0.024109  3.136472  -1.122063
N  3.574842  0.483014  -3.317362
C  4.209179  1.074828  -2.255587
C  3.305662  1.060849  -1.239533
N  2.132290  0.470178  -1.665131
C  2.335389  0.136638  -2.923271
H  3.967025  0.341420  -4.233577
H  5.215725  1.447302  -2.314329
H  3.424979  1.433901  -0.235962
H  1.619698  -0.345992  -3.568940
N  -3.027453  0.458873  -2.637813
C  -2.465661  -0.707676  -3.100971
C  -3.067528  -1.426672  -4.142034
C  -2.505199  -2.613322  -4.544249
C  -1.352484  -3.077339  -3.910620
C  -0.828653  -2.309532  -2.900715
N  -1.358583  -1.141252  -2.489046
H  -3.710635  0.900468  -3.230289
H  -2.409342  1.093582  -2.159019
H  -3.961034  -1.041271  -4.614220
H  -2.954264  -3.180347  -5.348579
H  -0.888612  -4.010355  -4.192434
H  0.060815  -2.644324  -2.372448
N  -0.284042  2.059865  3.174481
C  0.974527  1.508438  3.203876
C  1.938355  1.959325  4.116004
C  3.195134  1.404268  4.085473
C  3.485370  0.407624  3.152480
C  2.481852  0.027689  2.296269
N  1.245733  0.558925  2.302682
H  -0.565491  2.592177  3.981129
H  -1.009004  1.480996  2.780926
H  1.682886  2.728020  4.832662
H  3.949169  1.734326  4.787333
H  4.460604  -0.052817  3.102035
H  2.655020  -0.750894  1.554657
C  -2.151272  -5.490111  1.664068
C  -0.974912  -6.310546  2.184382
C  -0.430857  -5.807460  3.519992
C  0.338159  -4.491266  3.435835
N  1.631454  -4.639418  2.775950
C  1.958875  -4.232326  1.533337
Se  0.883590  -3.350209  0.309781
N  3.239896  -4.575611  1.298789
C  3.996524  -4.252073  0.097211
C  4.663113  -2.884886  0.205289
C  5.352382  -2.465696  -1.090152
C  6.520309  -3.369714  -1.479666
C  3.758252  -5.212411  2.421211
C  5.014089  -5.742271  2.680852
C  5.200605  -6.325334  3.920940
C  4.171219  -6.368882  4.869347
C  2.921971  -5.837110  4.606815
C  2.734524  -5.262691  3.357292
H  -2.526807  -5.905561  0.729348
H  -1.854272  -4.459339  1.460527
H  -2.970757  -5.484843  2.386429
H  -0.173666  -6.323238  1.439004
H  -1.293396  -7.345920  2.313003
H  0.221926  -6.566068  3.958089
H  -1.257733  -5.662548  4.220158
H  0.529766  -4.098734  4.436108
H  -0.219862  -3.739930  2.879572
H  3.298246  -4.258211  -0.739197
H  4.722210  -5.049652  -0.055367
H  5.384184  -2.889441  1.028299
H  3.883799  -2.156404  0.457913
H  5.714384  -1.442714  -0.969545
H  4.610388  -2.445165  -1.895803
H  7.250361  -3.424638  -0.670243
H  7.031430  -2.986987  -2.361797
H  6.190279  -4.383326  -1.709366
H  5.811767  -5.699932  1.952036
H  6.161746  -6.755850  4.163826
H  4.357564  -6.829962  5.828983
H  2.132935  -5.867208  5.345523

Forces on atoms 1 to 6 (eV/Å):
0.28 -0.26 -0.04
-0.06 0.01 0.05
0.05 -0.02 -0.11
-0.12 0.06 0.11
-0.04 -0.10 0.01
0.03 -0.02 -0.02

Properties
HOMO level   -12.3 eV
HOMO-LUMO gap   7.29 eV
Charge   +2
LUMO   -4.985 eV
Largest force on an atom   0.0075 Eh/bohr
Relative energy (zero: lowest compared OMol25 entry of this formula, charge and spin)   0.00 kcal per mole
M   883.17 g mol⁻¹
Multiplicity   1